This record from the Open Molecules 2025 dataset describes a molecular structure, C19H29AlBCl28O2 in a non-equilibrium geometry. The level of theory is ωB97M-V/def2-TZVPD.

```
80
Properties=species:S:1:pos:R:3
C 2.522 2.453 -3.431
C 1.405 1.273 -3.035
C 1.193 1.387 -1.413
C 0.047 0.323 -0.819
C 0.079 0.513 0.815
C -1.222 -0.103 1.604
C -1.381 0.812 2.995
C -0.054 0.695 3.983
Al 1.352 2.160 3.683
C 0.643 4.084 4.090
C 0.023 4.626 2.659
O -1.443 4.557 2.565
B 3.042 1.693 4.829
O 2.896 1.339 6.278
C 4.482 1.733 4.031
C 5.788 1.326 4.935
H 3.491 2.387 -2.742
H 2.842 2.375 -4.574
H 2.062 3.545 -3.319
H 0.447 1.477 -3.677
H 1.937 0.253 -3.260
H 0.887 2.453 -1.039
H 2.202 1.112 -0.839
H 0.382 -0.789 -1.078
H -1.025 0.583 -1.242
H 1.054 0.083 1.331
H 0.052 1.691 1.006
H -2.210 -0.144 0.975
H -0.934 -1.190 2.002
H -1.442 1.948 2.647
H -2.386 0.513 3.518
H 0.487 -0.364 3.879
H -0.394 0.784 5.122
H 1.832 2.232 2.143
H -0.108 4.114 4.987
H 1.610 4.752 4.292
H 0.449 3.999 1.737
H 0.347 5.750 2.429
H -1.778 4.007 3.347
H 2.030 1.715 6.640
H 4.365 1.000 3.097
H 4.569 2.821 3.556
H 5.993 2.053 5.850
H 6.746 1.445 4.232
H 5.779 0.182 5.254
C -2.838 -2.446 -2.725
Cl -2.427 -4.177 -2.646
Cl -2.825 -1.756 -1.082
Cl -1.641 -1.597 -3.735
Cl -4.460 -2.252 -3.437
C -6.331 -4.532 -6.587
Cl -5.046 -4.661 -5.360
Cl -7.210 -6.078 -6.692
Cl -7.463 -3.235 -6.128
Cl -5.604 -4.153 -8.170
C -1.194 -0.816 7.799
Cl -0.855 -2.063 9.026
Cl -2.049 -1.556 6.421
Cl -2.213 0.459 8.513
Cl 0.339 -0.105 7.234
C -2.774 -7.104 -9.600
Cl -2.851 -6.561 -11.296
Cl -4.407 -7.063 -8.889
Cl -2.140 -8.768 -9.537
Cl -1.698 -6.023 -8.679
C 1.292 5.349 7.949
Cl 2.577 5.220 9.176
Cl 0.413 3.803 7.844
Cl 0.160 6.646 8.408
Cl 2.019 5.728 6.366
C 3.258 -1.952 2.330
Cl 3.190 -0.543 1.241
Cl 4.194 -1.532 3.786
Cl 1.604 -2.419 2.801
Cl 4.044 -3.313 1.491
C -3.144 -4.431 -15.173
Cl -1.934 -5.247 -16.195
Cl -3.144 -5.166 -13.550
Cl -2.741 -2.701 -15.041
Cl -4.758 -4.611 -15.906
```

The HOMO energy is -4.14 eV. Its total charge is -1. As for the multiplicity: 1. As for the HOMO-LUMO gap: 0.17718 Ha.

Löwdin atomic charge list, values in e, 5 entries: atom 1 (C): -0.1755, atom 2 (C): -0.2566, atom 3 (C): -0.2305, atom 4 (C): -0.2277, atom 5 (C): -0.2711

***

This record from the Open Molecules 2025 dataset describes 2 unconnected molecules or ions with the total composition C10H19N2O in a non-equilibrium geometry. The level of theory is ωB97M-V/def2-TZVPD.

```
32
Properties=species:S:1:pos:R:3
C -0.575 -1.391 3.944
C -0.827 -0.211 3.779
C 1.235 3.013 1.322
C -0.185 -0.310 -4.050
C 0.201 2.093 0.628
C 0.538 -0.469 -2.696
C 0.366 0.591 0.839
C -0.465 -0.241 -1.429
C 0.446 -1.881 0.327
C 0.312 -0.413 -0.170
N -1.828 -0.578 1.309
N -1.099 0.257 1.571
O -0.668 -2.555 -0.178
H -0.296 -2.395 4.223
H 1.022 4.116 1.073
H 2.319 2.838 0.933
H 1.182 3.125 2.425
H -0.918 -1.150 -4.118
H -0.686 0.668 -4.249
H 0.523 -0.503 -4.818
H -0.784 2.456 0.908
H 0.297 2.229 -0.441
H 1.354 0.369 -2.593
H 1.126 -1.353 -2.758
H 1.034 0.391 1.575
H -1.175 0.783 3.951
H -1.213 -1.053 -1.731
H -0.966 0.691 -1.540
H 1.403 -2.198 -0.192
H 0.709 -1.865 1.313
H -1.795 -1.566 0.942
H -0.591 -3.489 -0.096
```

The HOMO energy (spin up / spin down) is -13.09 / -12.68 eV. Its total charge is +1. As for the multiplicity: 1. As for the HOMO-LUMO gap (spin up / spin down): 0.29726 / 0.26930 Ha.

Löwdin atomic charge list, values in e, 5 entries: atom 1 (C): 0.0423, atom 2 (C): -0.0295, atom 3 (C): -0.0982, atom 4 (C): -0.1051, atom 5 (C): -0.1997

***

This record from the Open Molecules 2025 dataset describes a molecular structure, C32H50IrN11O2S3 in a non-equilibrium geometry. The level of theory is ωB97M-V/def2-TZVPD.

```
99
Properties=species:S:1:pos:R:3
Ir 0.024 -1.366 1.089
N 1.255 -2.741 -0.246
C 2.511 -2.067 -0.617
C 3.293 -2.786 -1.721
C 2.572 -2.971 -3.070
C 3.151 -2.126 -4.204
N 3.048 -0.689 -3.960
C 1.899 -0.018 -3.973
N 1.821 1.127 -3.299
N 0.843 -0.427 -4.691
C 2.183 -0.604 -0.912
O 3.018 0.104 -1.487
O 1.025 -0.202 -0.554
H 1.450 -3.634 0.200
H 0.643 -2.862 -1.055
H 3.135 -2.058 0.280
H 3.579 -3.761 -1.321
H 4.226 -2.236 -1.863
H 1.503 -2.750 -2.985
H 2.637 -4.015 -3.382
H 2.685 -2.376 -5.158
H 4.213 -2.336 -4.331
H 3.719 -0.319 -3.294
H 2.411 1.219 -2.473
H 0.961 1.648 -3.330
H 0.916 -1.298 -5.188
H -0.063 -0.248 -4.262
S 3.224 -4.215 2.465
C 1.964 -3.228 2.585
N 1.044 -2.487 2.673
C -1.795 -0.691 3.828
C -2.529 -1.549 2.823
C -3.306 -2.659 3.494
C -1.949 -1.837 1.464
C -3.132 -0.857 1.560
C -4.463 -1.288 1.107
C -5.393 -0.397 0.665
C -5.106 0.980 0.569
C -3.814 1.432 0.899
C -2.860 0.575 1.355
H -1.069 -1.299 4.371
H -2.503 -0.273 4.547
H -1.270 0.145 3.370
H -2.627 -3.241 4.121
H -3.768 -3.342 2.785
H -4.090 -2.250 4.135
H -2.217 -2.817 1.065
H -4.713 -2.339 1.157
H -6.375 -0.757 0.380
H -5.864 1.677 0.237
H -3.569 2.483 0.785
H -1.872 0.953 1.578
S -1.374 3.403 -1.768
C -0.800 2.153 -0.717
N -0.282 2.531 0.399
C -0.308 3.918 0.501
C 0.159 4.657 1.589
C 0.069 6.031 1.544
C -0.481 6.682 0.431
C -0.953 5.968 -0.650
C -0.861 4.579 -0.602
H -0.876 1.112 -1.007
H 0.579 4.147 2.447
H 0.426 6.620 2.378
H -0.539 7.762 0.421
H -1.381 6.473 -1.506
C 4.830 0.543 2.263
C 3.438 1.157 2.357
C 3.171 1.659 3.776
C 3.297 2.290 1.346
N 2.522 0.052 1.979
N 1.132 0.369 2.046
H 5.586 1.274 2.551
H 5.030 0.218 1.241
H 4.927 -0.320 2.927
H 3.888 2.435 4.044
H 3.264 0.849 4.503
H 2.175 2.099 3.870
H 4.062 3.045 1.536
H 2.328 2.788 1.420
H 3.418 1.913 0.331
H 2.657 -0.730 2.614
H 0.921 1.161 1.431
H 0.826 0.589 2.993
C -3.215 1.019 -3.420
C -3.724 0.113 -2.304
C -2.937 -1.156 -2.189
N -1.665 -1.247 -2.371
N -1.155 -2.502 -2.110
C -2.091 -3.349 -1.793
N -1.859 -4.664 -1.538
S -3.678 -2.670 -1.781
H -3.800 1.936 -3.461
H -3.282 0.528 -4.391
H -2.174 1.299 -3.254
H -4.775 -0.132 -2.467
H -3.679 0.624 -1.338
H -0.898 -4.958 -1.474
H -2.526 -5.194 -1.006
```

The HOMO energy (spin up / spin down) is -8.76 / -10.64 eV. Its total charge is +1. As for the multiplicity: 6. The expectation value of S² is 8.80. As for the HOMO-LUMO gap (spin up / spin down): 0.25218 / 0.25166 Ha.

Löwdin atomic charge list, values in e, 5 entries: atom 1 (Ir): 1.4856, atom 2 (N): -0.0171, atom 3 (C): -0.2847, atom 4 (C): -0.1162, atom 5 (C): -0.1540

***

What did the first record say?
This record from the Open Molecules 2025 dataset describes a molecular structure, C19H29AlBCl28O2 in a non-equilibrium geometry. The level of theory is ωB97M-V/def2-TZVPD.

```
80
Properties=species:S:1:pos:R:3
C 2.522 2.453 -3.431
C 1.405 1.273 -3.035
C 1.193 1.387 -1.413
C 0.047 0.323 -0.819
C 0.079 0.513 0.815
C -1.222 -0.103 1.604
C -1.381 0.812 2.995
C -0.054 0.695 3.983
Al 1.352 2.160 3.683
C 0.643 4.084 4.090
C 0.023 4.626 2.659
O -1.443 4.557 2.565
B 3.042 1.693 4.829
O 2.896 1.339 6.278
C 4.482 1.733 4.031
C 5.788 1.326 4.935
H 3.491 2.387 -2.742
H 2.842 2.375 -4.574
H 2.062 3.545 -3.319
H 0.447 1.477 -3.677
H 1.937 0.253 -3.260
H 0.887 2.453 -1.039
H 2.202 1.112 -0.839
H 0.382 -0.789 -1.078
H -1.025 0.583 -1.242
H 1.054 0.083 1.331
H 0.052 1.691 1.006
H -2.210 -0.144 0.975
H -0.934 -1.190 2.002
H -1.442 1.948 2.647
H -2.386 0.513 3.518
H 0.487 -0.364 3.879
H -0.394 0.784 5.122
H 1.832 2.232 2.143
H -0.108 4.114 4.987
H 1.610 4.752 4.292
H 0.449 3.999 1.737
H 0.347 5.750 2.429
H -1.778 4.007 3.347
H 2.030 1.715 6.640
H 4.365 1.000 3.097
H 4.569 2.821 3.556
H 5.993 2.053 5.850
H 6.746 1.445 4.232
H 5.779 0.182 5.254
C -2.838 -2.446 -2.725
Cl -2.427 -4.177 -2.646
Cl -2.825 -1.756 -1.082
Cl -1.641 -1.597 -3.735
Cl -4.460 -2.252 -3.437
C -6.331 -4.532 -6.587
Cl -5.046 -4.661 -5.360
Cl -7.210 -6.078 -6.692
Cl -7.463 -3.235 -6.128
Cl -5.604 -4.153 -8.170
C -1.194 -0.816 7.799
Cl -0.855 -2.063 9.026
Cl -2.049 -1.556 6.421
Cl -2.213 0.459 8.513
Cl 0.339 -0.105 7.234
C -2.774 -7.104 -9.600
Cl -2.851 -6.561 -11.296
Cl -4.407 -7.063 -8.889
Cl -2.140 -8.768 -9.537
Cl -1.698 -6.023 -8.679
C 1.292 5.349 7.949
Cl 2.577 5.220 9.176
Cl 0.413 3.803 7.844
Cl 0.160 6.646 8.408
Cl 2.019 5.728 6.366
C 3.258 -1.952 2.330
Cl 3.190 -0.543 1.241
Cl 4.194 -1.532 3.786
Cl 1.604 -2.419 2.801
Cl 4.044 -3.313 1.491
C -3.144 -4.431 -15.173
Cl -1.934 -5.247 -16.195
Cl -3.144 -5.166 -13.550
Cl -2.741 -2.701 -15.041
Cl -4.758 -4.611 -15.906
```

The HOMO energy is -4.14 eV. Its total charge is -1. As for the multiplicity: 1. As for the HOMO-LUMO gap: 0.17718 Ha.

Löwdin atomic charge list, values in e, 5 entries: atom 1 (C): -0.1755, atom 2 (C): -0.2566, atom 3 (C): -0.2305, atom 4 (C): -0.2277, atom 5 (C): -0.2711